1.
DFT (ωB97M-V/def2-TZVPD) results for a molecular structure, C4H6Br2Cl2.

Values from the calculation:
HOMO level = -9.6 eV
Kohn-Sham gap = 0.37102 Ha

Element x y z (Å)
C1 2.12 0.08 -0.76
C2 -1.56 -0.35 2.18
C3 0.82 0.51 -1.40
C4 -2.12 -0.62 1.02
Cl1 -0.14 1.48 -0.25
Cl2 1.13 1.50 -2.84
Br1 -3.55 0.36 0.28
Br2 -1.57 -2.09 -0.05
H1 1.92 -0.60 0.07
H2 2.74 -0.43 -1.50
H3 2.66 0.94 -0.38
H4 -1.89 0.50 2.76
H5 0.20 -0.34 -1.71
H6 -0.76 -0.94 2.57

Löwdin atomic charge list, values in e, 2 entries: atom 1 (C): -0.200, atom 2 (C): -0.161

***

2.
DFT (ωB97M-V/def2-TZVPD) results for 2 unconnected molecules or ions with the total composition C2H4N2OS.

Values from the calculation:
HOMO level = -10.4 eV
Kohn-Sham gap = 0.38963 Ha

Element x y z (Å)
C1 -1.53 0.37 -0.39
C2 -1.49 -0.49 0.77
N1 -1.66 0.94 -1.38
N2 -0.32 -1.17 1.01
O1 -2.55 -0.56 1.38
S1 2.70 0.71 -0.95
H1 -0.23 -1.50 2.02
H2 0.63 -0.89 0.55
H3 1.90 1.71 -0.66
H4 2.56 0.88 -2.34

Löwdin atomic charge list, values in e, 2 entries: atom 1 (C): -0.141, atom 2 (C): -0.549

***

3.
DFT (ωB97M-V/def2-TZVPD) results for 2 unconnected molecules or ions with the total composition C5H13NO2.

Values from the calculation:
HOMO level = -9.2 eV
Kohn-Sham gap = 0.35881 Ha

Element x y z (Å)
C1 1.27 -1.36 -1.57
N1 0.13 -1.05 -0.73
C2 -0.52 1.48 2.09
C3 -0.63 0.75 0.75
C4 0.44 -0.30 0.49
C5 0.36 -1.33 1.64
O1 1.15 -1.32 2.55
H1 0.90 -1.89 -2.45
H2 1.88 -2.11 -1.06
H3 1.87 -0.54 -1.98
H4 -0.59 -0.56 -1.24
H5 -1.38 2.12 2.22
H6 0.40 2.04 2.17
H7 -0.56 0.80 2.93
H8 -0.70 1.52 -0.03
H9 -1.61 0.27 0.69
H10 1.47 0.06 0.57
H11 -0.38 -2.15 1.53
H12 -1.00 0.54 -3.26
H13 -1.56 1.52 -2.27
O2 -0.97 1.48 -3.03

Löwdin atomic charge list, values in e, 2 entries: atom 1 (C): -0.130, atom 2 (N): -0.090

***

4.
DFT (ωB97M-V/def2-TZVPD) results for C4H11PSi in the gas phase.

Values from the calculation:
HOMO level (spin up / spin down) = -8.6 / -9.1 eV
Spin multiplicity = 3
Kohn-Sham gap (spin up / spin down) = 0.35184 / 0.29248 Ha

Element x y z (Å)
C1 0.89 1.31 1.92
C2 0.49 0.96 0.51
C3 -1.70 -0.44 -0.80
C4 0.98 -2.11 -0.71
Si1 -0.19 -0.87 0.18
P1 -1.24 -2.07 1.71
H1 -0.09 1.36 2.52
H2 1.42 2.25 1.96
H3 1.58 0.52 2.21
H4 1.34 1.01 -0.23
H5 -0.33 1.55 0.26
H6 -2.36 0.08 -0.16
H7 -1.45 0.11 -1.70
H8 -2.30 -1.27 -1.25
H9 0.45 -3.02 -1.09
H10 1.64 -1.61 -1.50
H11 1.65 -2.57 0.13

Löwdin atomic charge list, values in e, 2 entries: atom 1 (C): -0.194, atom 2 (C): -0.352

***

5.
DFT (ωB97M-V/def2-TZVPD) results for 10 unconnected molecules or ions with the total composition C28H82N14O10.

Values from the calculation:
Total charge = +1
HOMO level (spin up / spin down) = -10.3 / -10.3 eV
Spin multiplicity = 2
Kohn-Sham gap (spin up / spin down) = 0.27860 / 0.05948 Ha

Element x y z (Å)
C1 -3.34 -2.97 -5.65
C2 -2.41 -1.73 -5.38
C3 -1.69 -1.76 -4.00
O1 -2.73 -1.76 -3.11
C4 -2.28 -1.57 -1.77
N1 -1.50 -1.67 -6.49
H1 -2.93 -3.96 -5.46
H2 -3.70 -2.88 -6.68
H3 -4.23 -3.00 -5.01
H4 -2.95 -0.79 -5.38
H5 -1.23 -0.77 -3.97
H6 -0.92 -2.52 -3.87
H7 -1.60 -2.40 -1.57
H8 -3.09 -1.50 -1.05
H9 -1.58 -0.74 -1.73
H10 -0.57 -1.35 -6.25
H11 -1.30 -2.61 -6.80
C5 7.33 -0.32 3.92
C6 6.80 -1.82 4.01
C7 6.36 -2.24 2.57
O2 5.43 -1.29 1.93
C8 4.06 -1.50 2.21
N2 7.96 -2.61 4.38
H12 6.49 0.32 3.65
H13 8.13 -0.18 3.18
H14 7.62 0.10 4.88
H15 5.93 -2.12 4.60
H16 5.99 -3.26 2.62
H17 7.25 -2.38 1.95
H18 3.43 -0.77 1.71
H19 4.07 -1.28 3.28
H20 3.75 -2.55 2.18
H21 8.79 -2.19 3.99
H22 7.97 -3.57 4.08
C9 -4.05 4.47 0.07
C10 -3.65 4.14 1.50
C11 -4.85 4.20 2.48
O3 -5.16 5.57 2.78
C12 -4.17 6.20 3.58
N3 -3.09 2.80 1.49
H23 -3.22 4.57 -0.63
H24 -4.61 5.40 -0.02
H25 -4.87 3.81 -0.23
H26 -2.91 4.81 1.94
H27 -4.66 3.55 3.34
H28 -5.71 3.71 2.01
H29 -3.97 5.49 4.37
H30 -4.64 7.12 3.91
H31 -3.25 6.42 3.04
H32 -2.09 2.77 1.31
H33 -3.56 2.17 0.85
C13 -7.02 -3.76 -0.37
C14 -5.84 -3.59 -1.41
C15 -4.54 -4.30 -1.05
O4 -4.19 -4.18 0.30
C16 -2.90 -4.54 0.62
N4 -6.32 -3.92 -2.74
H34 -7.28 -4.79 -0.14
H35 -7.95 -3.29 -0.70
H36 -6.80 -3.43 0.65
H37 -5.68 -2.51 -1.41
H38 -3.69 -3.98 -1.66
H39 -4.83 -5.35 -1.16
H40 -2.21 -3.88 0.10
H41 -2.47 -5.53 0.53
H42 -2.66 -4.13 1.60
H43 -5.74 -3.36 -3.35
H44 -7.22 -3.45 -2.74
C17 3.80 -3.38 -6.30
C18 4.66 -3.14 -5.02
C19 3.98 -2.18 -3.98
O5 3.73 -0.86 -4.49
C20 3.24 0.05 -3.53
N5 5.04 -4.36 -4.31
H45 2.92 -3.99 -6.09
H46 4.43 -3.83 -7.06
H47 3.46 -2.47 -6.79
H48 5.64 -2.70 -5.24
H49 4.69 -2.12 -3.16
H50 3.10 -2.55 -3.45
H51 2.77 0.97 -3.90
H52 3.96 0.41 -2.80
H53 2.42 -0.41 -2.98
H54 4.29 -4.94 -3.97
H55 5.55 -4.91 -5.00
C21 0.75 1.12 -1.29
C22 0.00 1.32 0.10
C23 0.70 0.51 1.25
O6 0.73 -0.90 0.80
C24 -0.32 -1.68 1.31
N6 -0.05 2.75 0.45
H56 0.63 0.12 -1.71
H57 1.80 1.44 -1.26
H58 0.23 1.80 -1.96
H59 -1.04 1.03 -0.01
H60 0.09 0.69 2.14
H61 1.68 0.83 1.61
H62 -0.33 -2.41 0.50
H63 -1.27 -1.13 1.32
H64 0.07 -2.12 2.22
H65 -0.24 3.37 -0.32
H66 0.80 3.01 0.94
C25 1.22 4.39 3.41
O7 1.38 3.35 2.78
N7 1.71 4.57 4.60
N8 0.64 5.49 2.92
H67 1.34 5.39 5.07
H68 2.08 3.77 5.09
H69 0.10 5.40 2.06
H70 0.83 6.39 3.33
C26 3.71 0.68 5.29
O8 2.59 0.31 5.69
N9 4.79 0.42 5.94
N10 3.93 1.55 4.33
H71 4.65 -0.18 6.74
H72 5.73 0.72 5.71
H73 3.23 1.93 3.71
H74 4.90 1.66 4.06
C27 -2.23 2.45 -4.64
O9 -1.25 1.82 -4.43
N11 -3.34 2.39 -3.95
N12 -2.14 3.35 -5.53
H75 -4.22 2.71 -4.32
H76 -3.38 1.84 -3.11
H77 -1.24 3.44 -5.98
H78 -2.86 4.05 -5.63
C28 -1.04 1.74 5.35
O10 -1.12 1.40 6.49
N13 -1.92 2.28 4.66
N14 0.05 1.70 4.75
H79 -2.79 2.42 5.15
H80 -1.69 2.42 3.68
H81 0.80 1.14 5.12
H82 0.14 2.10 3.83

Löwdin atomic charge list, values in e, 2 entries: atom 1 (C): -0.041, atom 2 (C): -0.402

***

6.
DFT (ωB97M-V/def2-TZVPD) results for a molecular structure, C22H31N4NaO5S3.

Values from the calculation:
HOMO level = -6.8 eV
Kohn-Sham gap = 0.24576 Ha

Element x y z (Å)
Na1 0.51 0.23 -1.67
C1 0.96 3.54 -1.72
C2 0.06 3.09 -0.58
O1 -0.64 1.88 -0.83
C3 -1.85 1.94 -1.58
C4 -1.64 1.81 -3.12
O2 -0.35 1.28 -3.33
C5 -0.09 0.63 -4.57
C6 1.41 0.38 -4.59
O3 1.73 -0.40 -3.44
C7 3.11 -0.48 -3.11
C8 3.23 -0.74 -1.61
O4 2.50 0.20 -0.83
C9 3.14 1.39 -0.39
C10 3.14 2.49 -1.44
O5 1.92 2.58 -2.15
H1 1.46 4.46 -1.40
H2 0.36 3.76 -2.60
H3 -0.65 3.90 -0.37
H4 0.64 2.90 0.33
H5 -2.41 2.85 -1.34
H6 -2.43 1.09 -1.23
H7 -1.73 2.79 -3.61
H8 -2.41 1.14 -3.53
H9 -0.36 1.27 -5.41
H10 -0.65 -0.31 -4.62
H11 1.92 1.34 -4.54
H12 1.70 -0.14 -5.51
H13 3.61 0.46 -3.39
H14 3.59 -1.30 -3.66
H15 4.28 -0.77 -1.31
H16 2.78 -1.71 -1.40
H17 4.17 1.18 -0.07
H18 2.58 1.68 0.50
H19 3.91 2.29 -2.18
H20 3.40 3.44 -0.95
C11 -1.34 1.42 2.39
C12 -0.12 0.58 2.54
N1 0.69 0.22 1.57
C13 1.65 -0.58 2.16
C14 1.42 -0.69 3.49
N2 0.28 0.05 3.72
H21 -1.60 1.47 1.33
H22 -1.18 2.44 2.76
H23 -2.19 1.00 2.93
H24 2.44 -1.03 1.57
H25 1.93 -1.23 4.27
H26 -0.19 0.15 4.60
S1 -4.90 -0.86 2.32
C15 -3.76 -1.52 1.29
S2 -3.60 -1.03 -0.35
C16 -2.16 -1.98 -0.58
N3 -1.86 -2.67 0.47
N4 -2.76 -2.41 1.51
C17 -2.44 -3.05 2.75
C18 -1.10 -3.31 3.03
C19 -0.76 -3.93 4.22
C20 -1.75 -4.30 5.13
C21 -3.08 -4.06 4.82
C22 -3.43 -3.44 3.63
S3 -1.24 -1.88 -2.04
H27 -0.35 -3.02 2.32
H28 0.28 -4.12 4.44
H29 -1.48 -4.79 6.06
H30 -3.86 -4.36 5.51
H31 -4.47 -3.26 3.40

Löwdin atomic charge list, values in e, 2 entries: atom 1 (Na): 0.183, atom 2 (C): -0.149